{
  "formula": "C25H24N6Pt",
  "method": "ωB97M-V/def2-TZVPD",
  "total_energy_ev": -38499.3927,
  "homo_lumo_gap_ev": [5.261, 5.247],
  "molar_mass_g_mol": 603.59,
  "multiplicity": 1,
  "max_force_ha_per_bohr": 0.066,
  "lumo_energy_ha": [0.0036, 0.0035],
  "total_charge": 0,
  "elements": ["Pt", "N", "C", "C", "C", "C", "C", "N", "C", "C", "C", "C", "C", "N", "H", "H", "H", "H", "H", "H", "H", "H", "H", "N", "C", "N", "C", "C", "C", "C", "C", "C", "H", "H", "H", "H", "H", "H", "C", "C", "C", "C", "C", "C", "C", "C", "N", "H", "H", "H", "H", "H", "H", "H", "H", "H"],
  "positions_angstrom": [[0.711, -0.059, 0.058], [-0.390, 0.894, 3.288], [-1.040, 1.547, 2.262], [-2.234, 2.204, 2.589], [-2.924, 2.889, 1.612], [-2.409, 2.888, 0.314], [-1.215, 2.246, 0.081], [-0.516, 1.595, 1.028], [0.613, -0.046, 3.300], [0.969, -0.588, 4.544], [1.990, -1.507, 4.621], [2.636, -1.883, 3.441], [2.219, -1.319, 2.258], [1.223, -0.425, 2.169], [-0.801, 1.057, 4.197], [-2.594, 2.180, 3.607], [-3.836, 3.414, 1.849], [-2.924, 3.397, -0.487], [-0.776, 2.236, -0.910], [0.439, -0.281, 5.436], [2.289, -1.922, 5.572], [3.446, -2.593, 3.451], [2.692, -1.574, 1.314], [-1.853, -3.949, 0.178], [-0.779, -3.140, 0.398], [-1.070, -1.875, 0.322], [-2.409, -1.815, 0.019], [-3.234, -0.717, -0.196], [-4.564, -0.960, -0.462], [-5.073, -2.260, -0.514], [-4.267, -3.365, -0.323], [-2.925, -3.128, -0.063], [-1.866, -4.954, 0.168], [0.198, -3.525, 0.618], [-2.828, 0.281, -0.163], [-5.232, -0.128, -0.637], [-6.125, -2.399, -0.713], [-4.663, -4.368, -0.371], [2.103, -1.144, -4.018], [2.581, 0.249, -3.735], [3.330, 0.972, -4.633], [3.780, 2.250, -4.325], [3.497, 2.794, -3.079], [2.748, 2.111, -2.147], [2.466, 2.688, -0.797], [2.236, 0.809, -2.461], [1.499, 0.110, -1.642], [2.406, -1.481, -5.008], [1.017, -1.183, -3.938], [2.508, -1.825, -3.268], [3.576, 0.537, -5.594], [4.352, 2.815, -5.046], [3.876, 3.776, -2.828], [3.142, 3.505, -0.560], [2.566, 1.905, -0.038], [1.442, 3.064, -0.742]]
}

***

{
  "formula": "C4H11FN3",
  "method": "ωB97M-V/def2-TZVPD",
  "total_energy_ev": -11506.5833,
  "homo_lumo_gap_ev": 8.631,
  "relative_energy_kj_mol": 159.6,
  "molar_mass_g_mol": 120.15,
  "multiplicity": 1,
  "max_force_ha_per_bohr": 0.079,
  "lumo_energy_ha": -0.1258,
  "total_charge": 1,
  "elements": ["C", "C", "C", "C", "N", "N", "N", "F", "H", "H", "H", "H", "H", "H", "H", "H", "H", "H", "H"],
  "positions_angstrom": [[0.094, -0.456, -1.729], [-0.704, 1.498, 1.424], [0.735, -0.569, 1.453], [-0.483, -0.006, 1.275], [0.823, 0.535, -2.198], [1.126, -1.902, 1.164], [-1.233, -0.529, -1.710], [-1.534, -0.770, 0.669], [0.512, -1.308, -1.219], [-1.031, 1.971, 0.410], [-1.280, 1.816, 2.308], [0.222, 2.055, 1.743], [1.581, -0.122, 1.984], [1.819, 0.633, -2.419], [0.381, -2.407, 0.636], [1.707, -2.397, 1.786], [0.324, 1.304, -2.592], [-1.732, 0.270, -2.091], [-1.648, -1.232, -1.065]]
}

***

{
  "formula": "C4H8O2",
  "method": "ωB97M-V/def2-TZVPD",
  "total_energy_ev": -8368.2437,
  "homo_lumo_gap_ev": 8.969,
  "relative_energy_kj_mol": 486.1,
  "molar_mass_g_mol": 88.11,
  "multiplicity": 1,
  "max_force_ha_per_bohr": 0.083,
  "lumo_energy_ha": 0.0119,
  "total_charge": 0,
  "elements": ["C", "C", "C", "C", "O", "H", "H", "H", "H", "H", "H", "O", "H", "H"],
  "positions_angstrom": [[-1.637, -2.601, -0.717], [-0.761, -2.073, 0.162], [-0.071, -0.767, 0.118], [1.298, -0.626, 0.294], [-0.889, 0.259, 0.634], [-2.630, -2.321, -1.105], [-1.541, -3.631, -1.004], [-0.632, -2.551, 1.142], [1.726, 0.361, 0.013], [1.852, -1.540, 0.085], [-0.379, 0.624, 1.364], [1.497, 4.361, -0.488], [2.175, 3.735, -0.206], [1.999, 5.192, -0.512]]
}

***

{
  "formula": "C4H14O4",
  "method": "ωB97M-V/def2-TZVPD",
  "total_energy_ev": -12564.2895,
  "homo_lumo_gap_ev": 10.428,
  "relative_energy_kj_mol": 71.3,
  "molar_mass_g_mol": 126.15,
  "multiplicity": 1,
  "max_force_ha_per_bohr": 0.032,
  "lumo_energy_ha": 0.0206,
  "total_charge": 0,
  "elements": ["C", "C", "C", "C", "O", "H", "H", "H", "H", "H", "H", "H", "H", "O", "H", "H", "O", "H", "H", "O", "H", "H"],
  "positions_angstrom": [[1.184, 2.530, 4.805], [0.394, 2.928, 3.576], [-1.114, 2.589, 3.755], [0.905, 2.291, 2.305], [2.066, 2.243, 2.007], [2.254, 2.461, 4.598], [0.840, 1.558, 5.154], [1.103, 3.194, 5.672], [0.395, 4.017, 3.436], [-1.674, 3.012, 2.928], [-1.358, 2.823, 4.785], [-1.283, 1.508, 3.663], [0.125, 1.904, 1.614], [-4.083, -1.215, -4.265], [-3.961, -0.872, -5.156], [-4.510, -2.066, -4.417], [-0.047, -3.257, -6.194], [-0.013, -2.290, -6.104], [0.351, -3.635, -5.402], [1.491, -5.713, -2.934], [2.076, -5.441, -3.651], [1.592, -5.033, -2.260]]
}

***

{
  "formula": "C18H15Co2O7S",
  "method": "ωB97M-V/def2-TZVPD",
  "total_energy_ev": -119323.1401,
  "homo_lumo_gap_ev": 2.716,
  "relative_energy_kj_mol": 282.2,
  "molar_mass_g_mol": 493.24,
  "multiplicity": 1,
  "max_force_ha_per_bohr": 0.122,
  "lumo_energy_ha": 0.0476,
  "total_charge": -1,
  "elements": ["O", "C", "Co", "C", "O", "C", "O", "C", "C", "C", "C", "C", "C", "C", "C", "C", "Co", "C", "O", "C", "O", "C", "O", "H", "H", "H", "H", "H", "H", "H", "C", "S", "C", "C", "O", "H", "H", "H", "H", "H", "H", "H", "H"],
  "positions_angstrom": [[1.573, -3.468, 1.505], [0.551, -2.968, 1.305], [-1.056, -2.130, 1.164], [-2.085, -3.635, 0.746], [-2.662, -4.613, 1.070], [-1.337, -1.938, 2.923], [-1.474, -1.697, 4.050], [-1.706, -0.920, 0.034], [-0.520, -0.520, 0.535], [0.305, 0.660, 0.563], [1.786, 0.206, 0.572], [2.728, 0.900, 1.342], [4.028, 0.399, 1.302], [4.464, -0.581, 0.412], [3.518, -1.223, -0.391], [2.190, -0.763, -0.338], [-1.963, -2.591, -1.239], [-2.072, -1.456, -2.564], [-2.102, -0.723, -3.469], [-3.292, -3.592, -1.841], [-4.101, -4.336, -2.159], [-0.468, -3.338, -1.680], [0.454, -3.845, -2.173], [-2.561, -0.254, -0.059], [0.205, 1.333, 1.448], [2.470, 1.894, 1.744], [4.785, 0.985, 1.803], [5.488, -0.959, 0.409], [3.804, -2.072, -1.051], [1.456, -1.299, -0.966], [-0.953, 4.564, -1.312], [-0.399, 3.304, -0.153], [-1.867, 2.966, 0.834], [-0.147, 1.651, -0.772], [0.723, 3.804, 0.668], [-2.047, 4.596, -1.357], [-0.634, 5.555, -0.978], [-0.536, 4.378, -2.302], [-2.688, 3.612, 0.517], [-2.103, 1.905, 0.712], [-1.609, 3.183, 1.860], [-0.971, 1.507, -1.548], [0.827, 1.517, -1.168]]
}

***

{
  "formula": "C4H13O3S",
  "method": "ωB97M-V/def2-TZVPD",
  "total_energy_ev": -21336.2602,
  "homo_lumo_gap_ev": 6.224,
  "relative_energy_kj_mol": 113.5,
  "molar_mass_g_mol": 141.21,
  "multiplicity": 1,
  "max_force_ha_per_bohr": 0.033,
  "lumo_energy_ha": 0.1093,
  "total_charge": -1,
  "elements": ["C", "O", "C", "C", "C", "S", "H", "H", "H", "H", "H", "H", "H", "H", "H", "H", "H", "O", "H", "H", "O"],
  "positions_angstrom": [[-0.262, -0.128, 0.408], [0.025, -1.000, 1.297], [0.248, 0.121, -0.841], [0.246, 1.484, -1.486], [1.548, 1.685, -2.251], [2.115, 3.449, -2.274], [-0.901, 0.726, 0.770], [-5.286, -4.411, 1.528], [0.776, -0.643, -1.413], [-0.893, -2.176, 2.736], [-0.530, 1.621, -2.247], [0.077, 2.270, -0.757], [1.436, 1.362, -3.287], [2.431, 1.212, -1.835], [0.927, 4.060, -2.327], [2.137, 0.767, 1.303], [1.726, -0.133, 2.402], [2.491, 0.417, 2.135], [-6.004, -4.337, 1.717], [-1.098, -3.244, 1.734], [-1.209, -3.101, 2.688]]
}

***

What did the sixth record say?
{
  "formula": "C4H13O3S",
  "method": "ωB97M-V/def2-TZVPD",
  "total_energy_ev": -21336.2602,
  "homo_lumo_gap_ev": 6.224,
  "relative_energy_kj_mol": 113.5,
  "molar_mass_g_mol": 141.21,
  "multiplicity": 1,
  "max_force_ha_per_bohr": 0.033,
  "lumo_energy_ha": 0.1093,
  "total_charge": -1,
  "elements": ["C", "O", "C", "C", "C", "S", "H", "H", "H", "H", "H", "H", "H", "H", "H", "H", "H", "O", "H", "H", "O"],
  "positions_angstrom": [[-0.262, -0.128, 0.408], [0.025, -1.000, 1.297], [0.248, 0.121, -0.841], [0.246, 1.484, -1.486], [1.548, 1.685, -2.251], [2.115, 3.449, -2.274], [-0.901, 0.726, 0.770], [-5.286, -4.411, 1.528], [0.776, -0.643, -1.413], [-0.893, -2.176, 2.736], [-0.530, 1.621, -2.247], [0.077, 2.270, -0.757], [1.436, 1.362, -3.287], [2.431, 1.212, -1.835], [0.927, 4.060, -2.327], [2.137, 0.767, 1.303], [1.726, -0.133, 2.402], [2.491, 0.417, 2.135], [-6.004, -4.337, 1.717], [-1.098, -3.244, 1.734], [-1.209, -3.101, 2.688]]
}

***

Copy entry 1 word for word.
{
  "formula": "C25H24N6Pt",
  "method": "ωB97M-V/def2-TZVPD",
  "total_energy_ev": -38499.3927,
  "homo_lumo_gap_ev": [5.261, 5.247],
  "molar_mass_g_mol": 603.59,
  "multiplicity": 1,
  "max_force_ha_per_bohr": 0.066,
  "lumo_energy_ha": [0.0036, 0.0035],
  "total_charge": 0,
  "elements": ["Pt", "N", "C", "C", "C", "C", "C", "N", "C", "C", "C", "C", "C", "N", "H", "H", "H", "H", "H", "H", "H", "H", "H", "N", "C", "N", "C", "C", "C", "C", "C", "C", "H", "H", "H", "H", "H", "H", "C", "C", "C", "C", "C", "C", "C", "C", "N", "H", "H", "H", "H", "H", "H", "H", "H", "H"],
  "positions_angstrom": [[0.711, -0.059, 0.058], [-0.390, 0.894, 3.288], [-1.040, 1.547, 2.262], [-2.234, 2.204, 2.589], [-2.924, 2.889, 1.612], [-2.409, 2.888, 0.314], [-1.215, 2.246, 0.081], [-0.516, 1.595, 1.028], [0.613, -0.046, 3.300], [0.969, -0.588, 4.544], [1.990, -1.507, 4.621], [2.636, -1.883, 3.441], [2.219, -1.319, 2.258], [1.223, -0.425, 2.169], [-0.801, 1.057, 4.197], [-2.594, 2.180, 3.607], [-3.836, 3.414, 1.849], [-2.924, 3.397, -0.487], [-0.776, 2.236, -0.910], [0.439, -0.281, 5.436], [2.289, -1.922, 5.572], [3.446, -2.593, 3.451], [2.692, -1.574, 1.314], [-1.853, -3.949, 0.178], [-0.779, -3.140, 0.398], [-1.070, -1.875, 0.322], [-2.409, -1.815, 0.019], [-3.234, -0.717, -0.196], [-4.564, -0.960, -0.462], [-5.073, -2.260, -0.514], [-4.267, -3.365, -0.323], [-2.925, -3.128, -0.063], [-1.866, -4.954, 0.168], [0.198, -3.525, 0.618], [-2.828, 0.281, -0.163], [-5.232, -0.128, -0.637], [-6.125, -2.399, -0.713], [-4.663, -4.368, -0.371], [2.103, -1.144, -4.018], [2.581, 0.249, -3.735], [3.330, 0.972, -4.633], [3.780, 2.250, -4.325], [3.497, 2.794, -3.079], [2.748, 2.111, -2.147], [2.466, 2.688, -0.797], [2.236, 0.809, -2.461], [1.499, 0.110, -1.642], [2.406, -1.481, -5.008], [1.017, -1.183, -3.938], [2.508, -1.825, -3.268], [3.576, 0.537, -5.594], [4.352, 2.815, -5.046], [3.876, 3.776, -2.828], [3.142, 3.505, -0.560], [2.566, 1.905, -0.038], [1.442, 3.064, -0.742]]
}